No. 1
{
  "formula": "C3H23N2O6",
  "method": "ωB97M-V with the def2-TZVPD basis set",
  "charge": 1,
  "homo_energy_ev": -12.41,
  "lumo_energy_ev": -2.9,
  "energy_ha": -688.67416,
  "spin_multiplicity": 1,
  "de_lowest_kcal_mol": 120.7,
  "species": ["C", "N", "C", "N", "C", "H", "H", "H", "H", "H", "H", "H", "H", "H", "H", "H", "H", "H", "O", "H", "H", "O", "H", "H", "O", "H", "H", "O", "H", "H", "O", "H", "H", "O"],
  "xyz": [[0.8424, 0.9381, 1.2758], [0.5102, 0.5361, -0.2112], [-0.4391, 0.7913, 2.1165], [-1.0855, -0.5616, 1.8503], [-2.2800, -0.4202, 2.6727], [1.3997, 0.0413, 1.4761], [1.4221, 1.8663, 1.2897], [0.0011, -0.4917, -0.2042], [1.3327, 0.4824, -0.8898], [-0.3652, 1.0159, 3.2835], [-1.2437, 1.5667, 1.9612], [-0.3993, -1.2896, 1.9669], [-0.1792, 1.1588, -0.6674], [-2.0737, -0.3900, 3.7671], [-3.0072, 0.2989, 2.2887], [-2.8709, -1.4264, 2.7031], [0.0537, -3.2936, -2.0202], [0.3763, -3.3230, -0.4432], [0.6666, -3.3217, -1.3910], [2.4544, 2.1397, -1.3499], [3.7986, 1.2954, -0.8794], [2.8304, 1.3029, -0.8919], [-1.7813, 0.1776, -1.9373], [-3.1916, 0.2147, -1.2927], [-2.6641, -0.2906, -1.8447], [2.0284, -2.8664, 2.1274], [2.0973, -2.8152, 0.5356], [1.7126, -2.4353, 1.4985], [0.4879, -0.0438, -2.8785], [1.8617, 0.4501, -3.4539], [1.3197, 0.4912, -2.8144], [-1.8837, 3.0379, -2.2651], [-0.6405, 2.7810, -3.0347], [-1.0909, 2.3830, -2.3435]],
  "lowdin_charge": [-0.099, 0.109, -0.227, -0.119, -0.169, 0.084, 0.124, 0.196, 0.077, 0.154, 0.114, 0.073, 0.098, 0.086, 0.081, 0.110, -0.040, 0.055, -0.009, 0.125, 0.084, -0.091, 0.017, -0.008, -0.039, -0.101, 0.169, -0.005, 0.100, -0.049, 0.024, 0.129, 0.002, -0.056]
}

No. 2
{
  "formula": "C4H10NO3",
  "method": "ωB97M-V with the def2-TZVPD basis set",
  "charge": -1,
  "homo_energy_ev": -3.76,
  "lumo_energy_ev": 3.7,
  "energy_ha": -438.88931,
  "spin_multiplicity": 1,
  "de_lowest_kcal_mol": 60.2,
  "species": ["C", "O", "C", "C", "C", "O", "N", "H", "H", "H", "H", "H", "H", "H", "H", "H", "H", "O"],
  "xyz": [[1.1445, -0.6841, 0.8124], [1.7567, 0.3743, 1.3975], [-0.4130, -0.4882, 0.5465], [-0.8999, -1.1326, -0.7643], [-2.1138, -0.4098, -1.2708], [-2.1926, 0.2199, -2.2969], [-0.7546, 0.9353, 0.5351], [1.6033, -0.9787, -0.1715], [1.2607, -1.5752, 1.4714], [-0.9174, -0.9793, 1.3775], [-0.0863, -1.1012, -1.4782], [-1.2739, -2.1331, -0.5435], [-3.0353, -0.5380, -0.6664], [-0.0535, 1.3487, -0.0784], [-0.4384, 1.3168, 1.4231], [1.9587, 1.9635, -0.8704], [2.0683, 1.5767, 0.6498], [2.3865, 2.2850, -0.0729]],
  "lowdin_charge": [-0.405, -0.309, -0.384, -0.141, -0.314, 0.016, 0.036, 0.090, 0.086, 0.117, 0.104, 0.110, 0.115, 0.061, 0.072, -0.026, -0.030, -0.198]
}

No. 3
{
  "formula": "C27H17ClF3N5O4S2Ti",
  "method": "ωB97M-V with the def2-TZVPD basis set",
  "charge": 0,
  "homo_energy_ev": [-5.00, -7.32],
  "lumo_energy_ev": [-0.5, -0.5],
  "energy_ha": -4019.62893,
  "spin_multiplicity": 3,
  "de_lowest_kcal_mol": 9.0,
  "species": ["Ti", "Cl", "C", "C", "C", "C", "O", "C", "C", "N", "C", "C", "C", "C", "C", "C", "C", "C", "N", "C", "C", "H", "H", "H", "H", "H", "H", "H", "H", "H", "H", "N", "C", "C", "C", "C", "C", "C", "N", "C", "C", "C", "S", "C", "N", "H", "H", "H", "H", "H", "H", "H", "F", "C", "F", "F", "S", "O", "O", "O"],
  "xyz": [[7.0801, 10.0627, 9.6770], [7.5728, 16.9734, 8.5541], [6.8657, 15.3860, 8.5100], [6.6249, 14.7377, 7.3261], [6.3067, 13.3499, 7.3570], [6.3116, 12.6402, 8.5528], [6.1792, 11.2722, 8.5797], [6.4921, 13.3863, 9.7828], [6.3763, 12.8268, 11.0687], [6.4096, 11.5041, 11.2087], [6.1058, 10.9652, 12.4169], [5.8183, 11.6608, 13.5990], [5.3998, 11.0046, 14.7494], [5.2894, 9.6302, 14.7771], [5.5138, 8.8773, 13.5862], [5.3360, 7.5021, 13.4576], [5.5390, 6.8434, 12.2657], [5.8884, 7.5805, 11.1234], [6.1080, 8.8942, 11.1986], [5.9344, 9.5405, 12.3814], [6.6549, 14.7779, 9.7131], [6.7756, 15.2302, 6.3645], [6.1654, 12.8049, 6.4486], [6.3482, 13.5185, 11.9004], [5.8824, 12.7382, 13.6518], [5.1416, 11.5611, 15.6539], [4.9544, 9.1371, 15.6899], [5.0752, 6.9375, 14.3348], [5.4200, 5.7591, 12.2358], [6.0544, 7.0887, 10.1728], [6.7105, 15.3101, 10.6481], [9.8071, 9.5854, 6.3502], [10.6107, 10.5902, 6.8870], [11.8955, 11.0521, 6.5814], [12.3957, 12.0597, 7.3485], [11.6037, 12.6709, 8.3529], [10.3246, 12.2291, 8.6301], [9.8633, 11.1325, 7.9233], [8.6818, 10.4154, 8.0561], [8.6981, 9.5520, 7.0703], [7.5753, 8.6634, 6.8118], [7.3435, 7.9449, 5.6981], [5.8658, 7.0628, 5.8366], [5.6363, 7.8100, 7.3990], [6.5936, 8.6193, 7.7892], [10.0755, 8.9525, 5.5964], [12.4268, 10.6513, 5.7286], [13.3657, 12.4733, 7.1148], [11.9698, 13.4986, 8.9558], [9.7628, 12.7667, 9.3825], [7.9583, 7.9074, 4.8203], [4.7229, 7.6827, 7.9827], [10.5842, 8.9443, 12.9443], [9.7355, 8.2280, 12.2082], [8.5687, 8.1925, 12.8266], [10.2211, 6.9773, 12.1255], [9.5299, 8.9432, 10.5538], [10.8472, 9.1649, 10.0439], [8.6460, 7.9771, 9.8860], [8.7555, 10.1387, 10.9266]],
  "lowdin_charge": [1.110, 0.643, -0.704, -0.109, -0.011, -0.278, -0.250, -0.155, -0.087, -0.022, -0.223, -0.027, -0.094, -0.057, -0.153, -0.023, -0.048, -0.126, -0.001, -0.141, -0.090, 0.103, 0.101, 0.107, 0.091, 0.109, 0.105, 0.114, 0.109, 0.097, 0.108, 0.201, -0.158, -0.020, -0.077, -0.056, 0.007, -0.214, 0.115, -0.281, -0.296, -0.323, 1.060, -0.392, 0.001, 0.181, 0.111, 0.104, 0.109, 0.124, 0.079, 0.098, 0.152, -0.671, 0.161, 0.134, 0.543, -0.223, -0.307, -0.358]
}